(1)
{
  "formula": "C14H17N7O7",
  "method": "ωB97M-V/def2-TZVPD",
  "homo_energy_ev": -8.5,
  "gap_ev": 6.70,
  "energy_ev": -39546.6731,
  "largest_force_ev_per_a": 12.55,
  "charge": 0,
  "species": ["C", "C", "O", "C", "C", "C", "N", "C", "C", "O", "C", "C", "O", "H", "H", "H", "H", "H", "H", "H", "H", "H", "H", "H", "H", "H", "H", "H", "O", "N", "O", "C", "C", "C", "N", "O", "O", "C", "N", "N", "N", "N", "C", "H", "H"],
  "positions_angstrom": [[4.07830, -1.63264, 1.96425], [2.97377, -0.62931, 1.71386], [1.70805, -1.13526, 2.06156], [0.73160, -0.21771, 1.76110], [-0.61839, -0.65213, 2.03707], [-1.70429, 0.14143, 1.91499], [-3.00621, -0.33255, 1.90233], [-4.09963, 0.63791, 1.70870], [-5.45904, 0.05116, 2.08134], [-5.68297, -1.20094, 1.45221], [-4.70993, -2.16759, 1.81529], [-3.29606, -1.71879, 1.45691], [0.95496, 0.87947, 1.27034], [5.06095, -1.23535, 1.70161], [4.09582, -1.92650, 3.01377], [3.91003, -2.54082, 1.38481], [3.12547, 0.29327, 2.29045], [2.92932, -0.34014, 0.65540], [-0.73135, -1.67109, 2.35256], [-1.55344, 1.19263, 1.72857], [-3.88045, 1.51907, 2.32124], [-4.09460, 0.96750, 0.66653], [-5.53699, -0.10372, 3.16319], [-6.28090, 0.71612, 1.78403], [-4.80446, -2.34629, 2.89182], [-4.97843, -3.10297, 1.30443], [-3.14736, -1.76953, 0.37488], [-2.56736, -2.40072, 1.90525], [5.60456, 0.69622, -3.17213], [4.56020, 0.37206, -3.74453], [4.54194, -0.38442, -4.71774], [3.29323, 0.88879, -3.26456], [2.13066, 0.54141, -3.88282], [0.88025, 1.00097, -3.41997], [-0.32045, 0.58148, -4.12441], [-0.20379, 0.07978, -5.24566], [-1.41097, 0.74471, -3.57137], [0.78369, 1.82641, -2.34378], [1.93405, 2.24591, -1.68965], [2.08314, 3.08749, -0.63975], [3.33199, 2.95449, -0.63496], [4.16767, 2.28555, -1.35812], [3.21968, 1.75661, -2.14493], [2.16157, -0.10797, -4.74518], [-0.17384, 2.15602, -1.97895]]
}

---

(2)
{
  "formula": "C14H17NO6",
  "method": "ωB97M-V/def2-TZVPD",
  "homo_energy_ev": -8.8,
  "gap_ev": 8.57,
  "energy_ev": -28569.7435,
  "largest_force_ev_per_a": 0.73,
  "smiles": "CCOCC(=O)Nc1cc(C(=O)OC)ccc1C(=O)OC",
  "charge": 0,
  "species": ["C", "C", "O", "C", "C", "O", "N", "C", "C", "C", "C", "O", "O", "C", "C", "C", "C", "C", "O", "O", "C", "H", "H", "H", "H", "H", "H", "H", "H", "H", "H", "H", "H", "H", "H", "H", "H", "H"],
  "positions_angstrom": [[-0.89783, -5.47019, 0.59227], [-1.10394, -4.01887, 0.16813], [-1.68965, -3.22461, 1.18789], [-0.79866, -2.76116, 2.16793], [0.01858, -1.53333, 1.74654], [1.01432, -1.20158, 2.35072], [-0.52634, -0.89992, 0.67414], [-0.10221, 0.24572, 0.02803], [0.96519, 1.00205, 0.51670], [1.36955, 2.15539, -0.13577], [2.50368, 2.97973, 0.36633], [2.90404, 3.97341, -0.18989], [3.01937, 2.49228, 1.49674], [4.11045, 3.18661, 2.08380], [0.71401, 2.57896, -1.29248], [-0.33893, 1.84275, -1.78346], [-0.76490, 0.67464, -1.14451], [-1.89134, -0.08799, -1.71856], [-2.31271, -1.14715, -1.29561], [-2.42858, 0.50484, -2.79016], [-3.51583, -0.17663, -3.39736], [-1.83841, -5.89066, 0.93839], [-0.16732, -5.54512, 1.39454], [-0.54005, -6.04990, -0.25395], [-1.81310, -3.96791, -0.66152], [-0.15046, -3.58194, -0.15787], [-0.10188, -3.53626, 2.50792], [-1.41164, -2.46275, 3.02542], [-1.35158, -1.35099, 0.26372], [1.47616, 0.67774, 1.40800], [4.41393, 4.01691, 1.44313], [4.93220, 2.48123, 2.20600], [3.79696, 3.56079, 3.05901], [1.04818, 3.48009, -1.78197], [-0.85267, 2.15842, -2.67721], [-3.19079, -1.14744, -3.77747], [-3.85365, 0.45887, -4.21165], [-4.31777, -0.33469, -2.67332]]
}

---

(3)
{
  "formula": "C14H17NO6P",
  "method": "ωB97M-V/def2-TZVPD",
  "homo_energy_ev": -4.1,
  "gap_ev": 6.43,
  "energy_ev": -37853.1565,
  "largest_force_ev_per_a": 5.51,
  "charge": -1,
  "species": ["C", "P", "O", "C", "C", "C", "O", "C", "O", "C", "C", "C", "C", "C", "C", "N", "C", "O", "H", "H", "H", "H", "H", "H", "H", "H", "H", "H", "H", "H", "H", "H", "C", "C", "O", "O", "H", "H", "H"],
  "positions_angstrom": [[4.74496, -0.16675, 0.83779], [3.32982, -0.02961, -0.42629], [2.50972, -1.56204, -0.40893], [2.02840, 1.18459, 0.21183], [0.67225, 0.89614, -0.63331], [0.60492, 1.90527, -1.92045], [-0.67354, 2.56341, -2.04093], [-1.75799, 1.64445, -2.18308], [-2.11927, 1.25885, -3.33108], [-2.62382, 1.07913, -0.95445], [-3.13796, -0.39502, -0.95079], [-4.01727, -0.99602, 0.18296], [-4.36393, -0.06398, 1.37359], [-3.84727, 1.40964, 1.40129], [-2.95980, 2.01463, 0.26140], [1.69544, 2.87323, -1.54110], [2.15783, 2.74743, -0.11794], [2.52361, 3.67736, 0.65485], [5.00413, -1.26931, 1.00279], [4.41986, 0.25672, 1.85180], [5.70777, 0.36068, 0.50862], [2.82146, -2.10562, -1.17186], [1.68157, 0.99969, 1.28696], [0.35623, -0.18045, -0.83186], [-0.11332, 1.40237, 0.05468], [1.03621, 1.42482, -2.87268], [-2.85474, -1.06667, -1.82671], [-4.37780, -2.07240, 0.14834], [-5.00414, -0.49504, 2.20884], [-4.15484, 2.05271, 2.30558], [-2.55849, 3.07813, 0.27879], [2.59447, 2.72006, -2.02566], [0.61820, -3.81019, 0.92883], [-0.61435, -3.29633, 1.66809], [-0.65983, -3.56430, 2.89396], [-1.43705, -2.66520, 0.95355], [1.29042, -4.34795, 1.60256], [0.31382, -4.49038, 0.12795], [1.16431, -2.97205, 0.49210]]
}

---

(4)
{
  "formula": "C14H18AsF10N3Pt",
  "method": "ωB97M-V/def2-TZVPD",
  "homo_energy_ev": [-12.8, -13.0],
  "gap_ev": [9.62, 6.86],
  "multiplicity": 2,
  "energy_ev": -110536.5843,
  "largest_force_ev_per_a": 0.22,
  "s2": 0.78,
  "charge": 1,
  "species": ["Pt", "C", "C", "N", "C", "C", "C", "C", "N", "C", "C", "F", "C", "F", "C", "C", "F", "C", "F", "H", "H", "H", "H", "H", "H", "H", "H", "H", "H", "H", "H", "H", "H", "H", "F", "As", "F", "F", "F", "F", "F", "C", "C", "N", "H", "H", "H"],
  "positions_angstrom": [[0.21658, 0.48024, 0.08579], [0.61194, -1.79985, 2.36457], [-0.06902, -0.53757, 2.85578], [-0.86450, 0.19336, 1.80857], [-1.23183, 1.56544, 2.31597], [-1.93380, 1.60679, 3.66335], [-2.08030, -0.58880, 1.43818], [-2.51130, -0.23048, 0.02971], [-1.29827, -0.32108, -0.78950], [-1.34167, -0.88541, -2.04119], [-0.26139, -1.64740, -2.52341], [0.78263, -1.88859, -1.74177], [-0.31079, -2.21535, -3.78111], [0.71863, -2.94768, -4.18929], [-1.41095, -2.04512, -4.60039], [-2.48001, -1.29657, -4.13897], [-3.53989, -1.09987, -4.91115], [-2.45793, -0.72985, -2.88242], [-3.47656, 0.02876, -2.48541], [1.21196, -2.19445, 3.18404], [1.29638, -1.60274, 1.53998], [-0.08861, -2.58135, 2.07055], [0.67714, 0.16751, 3.21695], [-0.75153, -0.76457, 3.67668], [-1.85025, 2.02976, 1.54709], [-0.29867, 2.12544, 2.36697], [-2.86065, 1.03424, 3.68684], [-2.19462, 2.64486, 3.86714], [-1.29147, 1.27046, 4.47429], [-2.88115, -0.40891, 2.15369], [-1.82088, -1.64373, 1.47367], [-2.90137, 0.78873, -0.02994], [-3.28148, -0.91146, -0.32694], [-1.43758, -2.49385, -5.58405], [1.67798, 1.45646, 1.11732], [3.59075, 1.09988, 1.30692], [3.74259, 2.06478, -0.11407], [3.57417, 2.49890, 2.27296], [5.24266, 0.78472, 1.44679], [3.12785, 0.14555, 2.66039], [3.26888, -0.26156, 0.28575], [3.23893, 1.66008, -3.08745], [2.13735, 1.24432, -2.24422], [1.26888, 0.91251, -1.58037], [4.16161, 1.51664, -2.52719], [3.12397, 2.71437, -3.33397], [3.25564, 1.06242, -3.99714]]
}

---

(5)
{
  "formula": "C14H18BClN8O4RuS2",
  "method": "ωB97M-V/def2-TZVPD",
  "homo_energy_ev": [-12.7, -12.7],
  "gap_ev": [3.02, 3.02],
  "energy_ev": -72350.7222,
  "largest_force_ev_per_a": 0.84,
  "charge": 2,
  "species": ["Ru", "C", "N", "C", "C", "N", "B", "N", "C", "C", "N", "C", "C", "S", "C", "S", "H", "H", "H", "H", "H", "H", "H", "H", "H", "H", "H", "H", "N", "C", "C", "N", "C", "C", "N", "C", "C", "N", "H", "H", "H", "H", "H", "H", "O", "Cl", "O", "O", "O"],
  "positions_angstrom": [[-0.39830, 0.63511, -1.81257], [4.07897, -1.91805, 3.41681], [2.63463, -2.00002, 3.62478], [2.01247, -2.74838, 4.54305], [0.65002, -2.50215, 4.41360], [0.46691, -1.61568, 3.43106], [-0.92627, -0.97552, 3.04675], [-1.39746, -1.59713, 1.67898], [-1.81893, -2.89265, 1.49551], [-2.24213, -3.03212, 0.21482], [-2.09272, -1.80086, -0.37631], [-2.48742, -1.43767, -1.72603], [-1.57531, -0.95174, 0.52903], [-1.29834, 0.73891, 0.20797], [1.69434, -1.28130, 2.90979], [1.99962, -0.27181, 1.64770], [4.54725, -2.74582, 3.94051], [4.45018, -0.97333, 3.80702], [4.29088, -1.98234, 2.35373], [2.53891, -3.39787, 5.22178], [-0.16851, -2.89263, 4.99419], [-0.79884, 0.20261, 2.89882], [-1.69032, -1.29769, 3.90996], [-1.79625, -3.61237, 2.29457], [-2.63992, -3.87890, -0.31622], [-3.08953, -2.23804, -2.14854], [-1.60922, -1.33687, -2.38159], [-3.08485, -0.52804, -1.69829], [-1.92005, 4.23693, -3.00811], [-3.03173, 3.55913, -3.45380], [-2.82432, 2.24459, -3.17042], [-1.60037, 2.12006, -2.56181], [-1.07681, 3.34019, -2.47891], [0.23645, 3.40377, -1.87831], [0.72386, 2.23819, -1.46888], [1.99762, 2.44664, -1.01020], [2.27323, 3.77353, -1.13834], [1.15508, 4.36066, -1.68728], [-1.78184, 5.23234, -3.08040], [-3.85607, 4.06251, -3.92678], [-3.46042, 1.40227, -3.37571], [2.61577, 1.64614, -0.64332], [3.15233, 4.34177, -0.89211], [1.06383, 5.33989, -1.90555], [2.56788, -1.52260, -3.21496], [1.25302, -1.14700, -2.93710], [0.91195, 0.19882, -3.49307], [0.26963, -2.08514, -3.33888], [1.08109, -0.86033, -1.45693]]
}

---

(6)
{
  "formula": "C14H18Be2K2N4O20S5",
  "method": "ωB97M-V/def2-TZVPD",
  "homo_energy_ev": 2.9,
  "gap_ev": 3.11,
  "energy_ev": -149346.0190,
  "largest_force_ev_per_a": 6.68,
  "charge": -4,
  "species": ["K", "K", "Be", "Be", "S", "O", "O", "O", "O", "S", "O", "O", "O", "O", "S", "O", "O", "O", "O", "S", "O", "O", "O", "O", "S", "O", "O", "O", "O", "C", "C", "N", "H", "H", "H", "N", "C", "C", "C", "C", "H", "H", "H", "H", "H", "N", "C", "C", "C", "C", "H", "H", "H", "H", "H", "N", "C", "C", "C", "C", "H", "H", "H", "H", "H"],
  "positions_angstrom": [[0.86969, -2.35859, -0.75298], [-4.02389, -0.44425, -0.30034], [-1.85249, 3.45586, 0.30864], [-1.46645, 0.89872, -2.75172], [1.62899, 0.61484, -4.51037], [1.40750, -0.83142, -4.50445], [2.80957, 0.98194, -3.74705], [1.72301, 1.09245, -5.89705], [0.46394, 1.33276, -3.87152], [-1.42984, 4.49677, -2.55044], [-0.20746, 4.95740, -3.18009], [-2.52132, 4.51143, -3.53299], [-1.20525, 3.16168, -1.96625], [-1.84506, 5.23682, -1.31541], [-4.65845, 2.69951, -0.87698], [-5.21823, 1.80777, 0.16466], [-3.59799, 1.98341, -1.60338], [-5.67730, 3.17964, -1.79664], [-4.00976, 3.88016, -0.21015], [-1.78547, -2.22919, -2.79339], [-2.88324, -1.23216, -2.67606], [-1.78144, -2.89426, -4.09165], [-0.56528, -1.38553, -2.92386], [-1.52756, -3.11270, -1.67047], [-0.26224, 0.87014, 0.09577], [0.26975, 0.89047, -1.23912], [0.27312, -0.26893, 0.85542], [-0.02913, 2.16877, 0.75966], [-1.68336, 0.74679, -0.16581], [2.93157, 2.31469, 2.02544], [2.86221, 3.27508, 0.93698], [2.86641, 4.03304, 0.07529], [3.72200, 1.56227, 1.95367], [2.08967, 1.63379, 1.84811], [2.89318, 2.57970, 3.07899], [1.34505, -0.90375, 3.28694], [2.25743, -1.84733, 3.61875], [2.75002, -1.46744, 4.85856], [2.14892, -0.22349, 5.19134], [1.25335, 0.08902, 4.16880], [0.89690, -0.91016, 2.36015], [2.51125, -2.63585, 2.93141], [3.48676, -1.91830, 5.50634], [2.46834, 0.32101, 6.06712], [0.67012, 0.96474, 3.93445], [3.25629, -0.58428, -1.88183], [3.15499, -0.36793, -0.55417], [3.67835, -1.39166, 0.14196], [3.99526, -2.38179, -0.79213], [3.77479, -1.85330, -2.10865], [2.78764, 0.02188, -2.59104], [2.78898, 0.61060, -0.28389], [3.77731, -1.58230, 1.19957], [4.56716, -3.22138, -0.41583], [3.82155, -2.19395, -3.12936], [-2.57457, -3.24806, 0.89428], [-2.32588, -2.32255, 1.87381], [-3.58569, -2.12341, 2.43416], [-4.60311, -2.82574, 1.71292], [-3.89523, -3.67514, 0.89711], [-1.82918, -3.64649, 0.34406], [-1.37737, -1.87210, 2.10889], [-3.88440, -1.44122, 3.21803], [-5.67270, -2.71553, 1.78124], [-4.22168, -4.26296, 0.05256]]
}